Here is a 12-piece molecular cluster, C72H120N12O12 overall in a non-equilibrium geometry from the OMol25 dataset. Energies are from wB97M-V/def2-TZVPD.

Each line ends with the Mulliken charge.
Cartesian coordinates (Å):
O 19.42399 16.47643 15.61961  0.1640
O 19.79575 21.32746 14.29082  -0.6261
O 9.33658 10.37056 15.10827  -0.6031
O 26.08452 18.43690 17.26135  -0.6218
O 21.21014 15.40827 15.18086  -0.6806
O 24.71010 16.67641 17.49560  -0.5611
O 14.38949 16.80000 16.22423  -0.5777
O 15.09919 18.67898 15.41677  -0.6136
O 11.84052 22.15619 21.11200  -0.6651
O 12.89920 23.00713 19.40343  -0.6075
O 17.75778 21.09421 13.66208  -0.6307
O 8.29492 12.25700 15.16965  -0.6120
N 12.44376 22.11510 20.03001  1.1181
N 17.05317 10.76947 18.05552  0.6317
N 17.15410 21.78226 19.27525  1.0963
N 24.97839 17.88865 17.40245  1.1232
N 20.01618 15.57303 15.06095  0.9932
N 15.14123 17.76240 16.19897  1.1718
N 18.92975 20.78069 13.66917  1.1026
N 22.79672 18.86805 21.94459  0.3157
N 9.30278 11.55371 15.24021  0.9662
N 20.35573 13.91787 20.77002  0.3997
N 12.47289 12.29543 21.23782  0.1058
N 16.25965 16.02541 23.08538  1.5065
C 16.04720 21.51830 20.19381  0.2892
C 17.97137 18.77190 18.31858  1.3943
C 22.68346 20.85328 17.58368  -0.6067
C 12.85214 12.03834 16.39567  -0.1753
C 24.52203 16.98743 21.61249  -1.8907
C 15.69820 17.17427 18.50087  -0.7594
C 20.26410 15.27782 20.13267  1.2728
C 20.92266 14.20161 22.11174  0.5324
C 17.48596 24.40456 19.28487  -1.5474
C 16.87223 14.73612 22.85146  -1.6072
C 18.28631 18.87293 12.32617  -0.2028
C 13.75879 12.09252 20.61948  -0.0265
C 14.01408 10.66796 20.07821  -0.8571
C 23.36145 17.89103 21.01896  0.4983
C 16.42104 17.52693 19.66123  -0.2784
C 16.34335 21.16682 21.62091  -2.1542
C 11.62476 11.45475 16.06292  -0.3738
C 10.53710 13.61425 15.66143  -0.6162
C 17.54324 18.34049 19.57602  0.4233
C 22.37779 13.61974 19.36345  -1.2756
C 23.78601 20.05652 17.74368  -0.4263
C 12.59514 20.75629 19.46371  0.5315
C 18.55933 17.61246 11.81699  -0.6454
C 19.24248 14.72047 14.16118  -0.0180
C 17.84892 14.70740 14.28788  0.2596
C 21.03726 12.95407 22.95978  -1.6999
C 19.18284 12.96964 12.57687  -0.7815
C 12.38490 19.65986 20.31546  -0.7983
C 17.40486 12.13823 18.48091  -0.0676
C 12.40399 18.44309 19.69214  0.3788
C 12.45169 18.24719 18.33876  -0.9631
C 19.93716 13.89487 13.29383  -0.3774
C 18.33100 10.93114 15.79120  -0.8771
C 17.10902 10.60710 16.61704  -0.4145
C 16.32889 13.16768 18.04219  0.8116
C 17.04206 16.68401 24.16182  -0.7948
C 18.25800 17.32720 23.57180  0.2149
C 14.84875 15.79781 23.49264  -0.0305
C 22.69481 18.20934 16.65786  -1.3484
C 21.95246 19.34246 24.13828  -1.8962
C 17.72402 9.80667 18.94038  -0.1586
C 17.85296 12.88503 12.75946  -0.9712
C 19.81284 15.32904 18.67442  0.1916
C 21.89065 19.79662 21.19069  -1.7204
C 23.78821 18.75090 17.28537  0.1864
C 20.59431 19.14443 12.94708  -0.3784
C 19.28405 19.57147 12.96058  0.0258
C 22.18404 18.30978 23.11085  0.5292
C 12.51576 13.39238 22.27620  0.7861
C 20.89155 17.98725 12.24652  -0.7738
C 20.62185 19.13850 20.66430  2.8171
C 11.43400 12.52484 20.22355  -0.8661
C 17.16801 13.81092 13.57113  -0.8278
C 11.27940 13.49228 23.11176  -1.5365
C 16.05949 17.82537 17.36267  0.4889
C 17.72382 22.14178 16.79177  -0.5429
C 21.17089 12.97128 19.99552  0.2047
C 12.68884 20.70209 18.10127  -0.7328
C 16.78445 14.22188 21.42781  0.7924
C 14.21284 17.19090 23.48904  -1.3515
C 12.55901 19.39186 17.52955  -0.7350
C 11.76154 14.16087 15.96201  -0.3971
C 17.21170 18.60122 17.23713  -1.3489
C 10.53797 12.19952 15.65751  -0.1862
C 21.60636 19.05663 16.48823  0.2369
C 16.63065 21.84108 17.83365  -0.7628
C 19.85454 17.18109 11.73702  -0.3031
C 11.35922 13.88670 19.54005  -0.5605
C 21.56153 20.36604 16.98867  -0.4624
C 17.41294 8.38235 18.52694  -1.6154
C 17.90374 22.93704 19.66886  -0.9016
C 12.86925 13.41638 16.28793  -0.3501
H 22.63279 21.86295 17.92123  0.4720
H 14.25532 17.57560 22.46345  0.1272
H 17.52936 12.00809 19.54624  0.2384
H 17.95310 7.81835 19.29876  0.4784
H 18.82196 16.74059 22.82813  -0.5146
H 18.44978 22.89024 17.18676  0.2785
H 12.35065 17.48126 20.31818  0.0831
H 19.81797 19.81012 20.48155  0.0591
H 18.68960 15.23656 18.71110  -1.1745
H 16.71989 22.00249 22.15286  0.5661
H 21.86094 14.75266 21.92822  0.0033
H 16.41143 14.02577 23.61436  0.2655
H 21.26095 13.30823 23.98877  0.4339
H 17.13530 14.92624 20.67432  -0.7027
H 16.71040 24.86382 19.91256  0.3679
H 20.76141 18.63262 15.94523  0.4041
H 13.60068 9.87867 20.72284  0.3896
H 20.30992 14.89082 22.67349  -0.1843
H 21.22759 17.77499 22.94829  -0.4465
H 17.26050 19.35714 12.21306  0.3460
H 13.97188 12.82325 19.85958  0.0200
H 22.95946 12.86250 18.84602  0.4733
H 12.24096 19.72886 21.42584  0.4508
H 17.24623 22.38257 15.83123  0.4391
H 16.38366 8.25348 18.60720  0.3086
H 18.68194 11.97002 15.91191  -0.1298
H 11.86743 15.22586 15.92828  0.4154
H 17.94918 14.73575 23.04874  0.3938
H 15.53554 20.64898 19.85316  -0.3860
H 16.87165 9.56086 16.40494  0.8426
H 12.33198 14.36380 19.35822  -0.0847
H 14.65711 17.89731 24.23021  0.4456
H 19.96143 16.37836 18.34866  -0.3445
H 21.09465 20.00316 23.95291  0.3381
H 18.01124 18.59360 20.52927  -1.0903
H 16.09699 13.80105 13.56322  0.6825
H 18.38383 25.01697 19.37180  0.4223
H 14.47563 12.28173 21.38576  0.2856
H 20.50605 12.54635 19.19940  -0.4660
H 15.98196 22.67927 17.90942  0.8889
H 13.71960 11.46912 16.64099  0.4672
H 17.26170 12.31206 12.10202  0.5352
H 22.77903 20.05752 24.26228  0.3793
H 18.87878 19.37092 18.24527  -0.6002
H 10.92800 13.80786 18.56523  0.2300
H 18.20101 10.77258 14.70098  0.4290
H 10.41622 13.54472 22.44532  0.3284
H 16.13352 20.88877 17.53761  0.0833
H 20.26845 18.46600 21.44733  -1.1761
H 11.33230 14.32985 23.79306  0.4105
H 21.00439 14.01715 13.15122  0.5640
H 23.81117 18.39402 20.21762  0.0880
H 21.31573 19.74686 13.41074  0.6457
H 25.19668 17.68898 22.11787  0.4685
H 21.93241 17.67343 12.25643  0.3541
H 18.10320 22.89593 20.75589  0.6025
H 18.84055 10.02024 18.95534  0.1808
H 15.37222 13.01921 18.57162  -0.6636
H 15.26003 22.32357 20.20698  0.3434
H 17.86765 17.07198 11.27142  0.6060
H 13.77792 13.96856 16.54454  0.4819
H 18.30306 21.18729 16.65651  -0.5600
H 17.12770 20.42002 21.72019  0.3918
H 12.72238 14.37551 21.71910  -0.4057
H 18.33191 12.44009 17.97636  -0.4958
H 9.66895 14.09207 15.23710  0.5320
H 13.16129 17.06700 23.82098  0.4717
H 12.45870 17.29341 17.90842  0.9726
H 20.08047 12.42614 23.06191  0.2637
H 21.60277 18.87893 25.07944  0.4541
H 17.81003 8.13805 17.56219  0.3652
H 13.36392 13.15355 22.93617  0.3715
H 15.11834 10.55692 20.10304  -0.1124
H 19.10170 10.23148 16.16182  0.2823
H 19.64999 12.16869 12.00645  0.3969
H 22.60515 17.20555 20.63431  -0.1511
H 11.52600 11.70265 19.46250  0.3351
H 10.79840 14.53088 20.15394  0.5022
H 22.20919 14.46860 18.73721  0.1395
H 17.14706 24.53290 18.22605  0.2596
H 18.02624 18.22129 23.00693  -0.3474
H 17.31889 19.06872 16.26669  0.6059
H 11.16740 12.56937 23.76604  0.2871
H 20.06758 16.27907 11.17808  0.4682
H 19.56184 15.99053 20.63032  -0.4390
H 22.72337 17.29548 16.19442  0.9495
H 17.32095 13.24844 21.34327  0.2906
H 17.41674 16.01854 24.97453  0.2972
H 20.37454 14.63566 18.02595  0.7389
H 17.38504 15.19119 15.18345  0.1501
H 21.63472 20.72511 21.80471  0.3779
H 14.82154 16.59986 18.55257  1.4741
H 24.07556 16.23172 22.28760  0.3659
H 12.72255 19.29598 16.46973  0.5435
H 20.69457 20.99830 16.80097  0.1485
H 16.18278 13.14617 16.94475  0.3167
H 20.91206 18.57596 19.71834  -0.5313
H 17.23287 9.99557 19.91539  0.3820
H 21.49307 12.21094 20.66117  0.6979
H 23.01816 14.06626 20.11813  0.3190
H 16.69123 14.12369 18.34989  -0.3304
H 15.75340 14.06967 21.06404  -0.3051
H 21.75882 12.23408 22.56496  0.4370
H 12.95059 21.56371 17.54040  0.4847
H 18.97232 17.61385 24.35764  0.4770
H 21.16507 15.80295 20.17742  -0.3556
H 18.88550 22.90094 19.18653  0.3454
H 22.88799 17.57871 23.50042  0.6100
H 10.46762 12.29719 20.76284  0.4575
H 16.26562 11.11746 16.12580  -0.3386
H 16.37464 17.46212 24.59125  0.1661
H 11.49565 10.34507 15.95091  0.4043
H 16.00686 17.31842 20.65155  -0.5466
H 25.04019 16.49929 20.82241  0.4409
H 13.74069 10.51875 19.01472  0.1270
H 24.68941 20.50655 18.17235  0.4205
H 14.39582 15.22428 22.69397  -0.3873
H 14.75700 15.20660 24.44001  0.2879
H 15.43595 20.76809 22.07862  0.4648
H 22.50896 20.21997 20.38834  0.1105

Atoms 1-2, force components in eV/Å:
O -0.451 0.053 0.119
O 0.900 0.944 0.588

Values from the calculation:
HOMO energy = -8.32 eV
Spin multiplicity = 1
Orbital gap = 7.31 eV
Strongest force on any atom = 3.829 eV Å⁻¹
SMILES string = O=[N+]([O-])c1ccccc1.O=[N+]([O-])c1ccccc1.O=[N+]([O-])c1ccccc1.O=[N+]([O-])c1ccccc1.O=[N+]([O-])c1ccccc1.O=[N+]([O-])c1ccccc1.CCN(CC)CC.CCN(CC)CC.CCN(CC)CC.CCN(CC)CC.CCN(CC)CC.CCN(CC)CC
Charge = 0